[1]
9
Properties=species:S:1:pos:R:3:forces:R:3:lowdin_charge:R:1 method="wB97M-V/def2-TZVPD" max_force_ev_per_a=3.56 e_homo_ev="-9.86 / -11.41" spin_multiplicity=3 gap_ev="10.415 / 8.934" e_above_lowest_kcal_mol=0.0 total_charge=0
S 0.17505 -0.49790 1.18789 0.9 -0.6 -0.9 0.7351
F -1.61040 0.37691 -1.84826 0.3 1.3 1.1 -0.0725
F -2.17280 1.80169 -0.30302 0.2 -0.4 -0.4 -0.0141
O 0.80808 0.52722 1.99665 -0.3 -0.6 -0.4 -0.3777
O -0.24137 -1.78508 1.74498 0.8 1.2 -0.8 -0.3706
N -1.11813 1.39916 -1.01885 -0.6 -0.8 -0.8 0.0960
N 1.36081 -0.73817 -0.18480 0.8 3.3 1.1 -0.1147
H 1.10209 -1.30822 -0.94914 -1.0 -1.0 -0.6 0.0099
H 1.69667 0.22438 -0.62546 -1.2 -2.4 1.7 0.1086

[2]
7
Properties=species:S:1:pos:R:3:forces:R:3:lowdin_charge:R:1 method="wB97M-V/def2-TZVPD" max_force_ev_per_a=2.62 e_homo_ev=-10.12 gap_ev=8.831 e_above_lowest_kcal_mol=109.3 total_charge=0
Si -1.38694 0.32038 0.00219 1.2 1.5 -0.1 0.5252
F 0.60874 2.33849 -0.36022 -1.8 -1.8 0.4 -0.6409
F -2.94485 0.48696 0.09644 0.7 0.1 -0.1 -0.0130
O -1.06583 -0.53255 -1.28962 -0.2 0.0 0.1 -0.0136
O -0.64677 0.32031 1.40066 -0.4 -0.3 0.0 -0.0404
H 0.05705 0.97741 1.51013 0.3 0.3 -0.3 0.0804
H -0.19829 -0.54364 -1.70184 0.3 0.1 0.0 0.1024

[3]
7
Properties=species:S:1:pos:R:3:forces:R:3:lowdin_charge:R:1 method="wB97M-V/def2-TZVPD" max_force_ev_per_a=2.47 e_homo_ev=-11.91 gap_ev=11.027 e_above_lowest_kcal_mol=85.8 total_charge=0
Si 0.16660 -0.66824 -0.06362 -0.8 -1.3 1.2 0.4130
F -1.55652 3.00998 0.32006 -2.1 1.3 -0.2 -0.0651
F -0.89870 -1.77531 0.47815 0.8 1.2 -0.6 -0.1143
O 1.32840 -1.54870 -0.73422 0.9 -0.8 -0.1 -0.0940
O 0.01798 0.81596 0.25310 0.5 -1.0 -0.6 -0.2625
H -0.74313 2.65388 0.42465 2.0 -1.3 0.2 -0.0088
H 1.68538 -2.48758 -0.67813 -1.3 2.0 0.1 0.1316

[4]
19
Properties=species:S:1:pos:R:3:forces:R:3:lowdin_charge:R:1 method="wB97M-V/def2-TZVPD" max_force_ev_per_a=7.89 e_homo_ev="-1.63 / -6.08" spin_multiplicity=4 gap_ev="4.372 / 8.475" total_charge=-1
Ti 18.70413 -9.93754 27.92899 0.6 -0.1 2.8 0.9230
S 16.01305 -11.12073 26.05643 -5.8 -3.8 -2.5 0.5898
S 17.28313 -9.50642 24.80016 1.0 3.5 -7.0 0.4386
F 18.79238 -8.76384 24.58410 -1.4 -1.2 0.6 -0.2715
F 16.00106 -11.47307 27.63490 1.1 0.2 -0.3 -0.2337
O 16.43998 -8.36665 24.95623 0.4 -0.2 0.7 -0.2724
O 14.77518 -10.32278 25.98482 1.3 -0.9 0.7 -0.3294
O 17.13322 -10.28020 23.57272 0.4 0.9 1.3 -0.3035
O 20.63036 -11.08399 28.18754 -1.2 1.2 -0.7 -0.4827
O 18.33771 -9.61097 30.09618 -0.5 -0.2 -1.8 -0.5405
O 15.99031 -12.49523 25.41859 0.7 2.8 2.1 -0.3680
N 19.29714 -12.37142 26.28868 1.0 -1.5 0.4 0.2424
N 17.59401 -10.40593 25.97170 2.1 -0.4 5.1 -0.5166
H 18.62420 -11.66711 26.02187 -1.0 0.4 -1.1 -0.0088
H 17.50489 -9.50189 30.59521 0.7 -0.1 -0.7 -0.0859
H 19.87683 -11.90162 26.96938 1.9 1.6 1.5 -0.0140
H 21.26394 -10.34436 28.10971 -0.3 -0.7 0.0 -0.0490
H 18.93576 -13.06855 26.92390 -0.5 -1.0 -0.7 0.1396
H 19.96864 -12.63720 25.58260 -0.4 -0.6 -0.4 0.1425

[5]
8
Properties=species:S:1:pos:R:3:forces:R:3:lowdin_charge:R:1 method="wB97M-V/def2-TZVPD" max_force_ev_per_a=3.13 e_homo_ev=-9.78 gap_ev=8.950 e_above_lowest_kcal_mol=2.2 total_charge=0
S -1.11759 -0.47882 -2.35735 1.3 -0.6 1.8 0.3048
S -0.37744 1.45095 1.84306 -1.7 -0.6 -2.5 1.0030
P 0.05886 -0.46660 -0.79790 1.1 2.8 0.9 0.1015
F 1.42244 0.38316 -1.01649 -1.2 -0.5 -0.3 -0.2161
F -1.76859 2.40507 1.72535 2.0 -1.5 -0.2 -0.4590
O 0.71754 -1.63364 0.02749 0.0 -1.5 -0.1 -0.1721
O -0.57206 0.32131 0.49173 -0.5 1.1 1.0 -0.6883
H 1.63684 -1.98142 0.08410 -1.0 0.8 -0.7 0.1262